No. 1
# C18H32Cl4FI2NO3P2

The molecule C18H32Cl4FI2NO3P2 in a non-equilibrium geometry (ωB97M-V/def2-TZVPD, the OMol25 dataset).

XYZ file:
```
63
Properties=species:S:1:pos:R:3:forces:R:3
C 4.1111 -1.3394 1.7713 -0.6 -0.7 0.8
C 2.6373 -1.9118 2.2162 1.3 -0.7 -0.1
C 1.6264 -2.3578 1.0085 1.7 -1.3 1.1
Cl 2.5397 -2.7142 -0.6092 -3.1 -3.6 3.3
N 0.4850 -1.4297 0.6976 -2.2 -3.3 -2.1
C -0.5292 -2.0345 0.0688 -1.4 1.0 0.1
Cl -0.8313 -3.7277 -0.4917 1.3 2.8 1.3
C -1.7210 -1.0223 -0.3160 0.4 0.2 -2.2
F -1.9826 -1.3356 -1.7368 1.1 0.4 2.5
C -3.1585 -1.0725 0.3907 -0.2 -1.1 1.1
I -4.6307 -1.4664 -1.2357 -0.2 0.5 0.8
C -3.3375 -2.2401 1.5222 -0.8 -0.4 -0.1
C -4.0266 -3.6013 0.9916 0.1 -0.9 1.3
C -0.8149 0.3314 -0.3535 0.4 -2.3 -1.1
O 0.0684 -0.0191 -1.4961 -1.0 2.3 0.4
C 0.0229 0.9565 -2.5575 1.3 -0.8 -2.8
C 1.2225 0.5207 -3.5924 0.6 -0.5 0.3
C 1.3980 1.5407 -4.8294 0.6 -0.1 0.5
O 0.9548 -0.8379 -4.1066 0.9 0.6 0.9
P -1.9148 1.8444 -0.4142 -1.2 0.1 1.9
C -3.1361 1.9034 -1.8413 -0.3 0.4 -1.7
C -1.0936 3.4782 0.0003 0.4 0.9 0.4
C 0.2190 0.0590 0.8740 -0.4 1.2 -1.9
C 1.4707 1.0039 0.4801 0.9 0.6 1.1
C 2.2759 1.6471 1.7238 0.9 1.2 -0.3
C 1.6450 3.0723 2.2458 -0.7 -1.2 -1.8
I 3.1774 4.2132 3.2989 -0.9 -0.5 -0.2
P -0.2786 0.2566 2.6872 0.6 -0.7 2.6
O -0.4462 -1.3939 3.2526 0.0 1.7 -0.6
Cl -2.1868 1.0963 2.9907 0.4 -0.7 -0.5
H 4.5556 -0.8702 2.7293 -0.5 -0.8 -1.6
H 4.7365 -2.2622 1.4530 -0.9 1.7 0.5
H 4.0688 -0.6175 0.8930 0.1 -1.0 1.5
H 2.1675 -1.2314 3.0134 0.3 -0.9 -1.5
H 2.9084 -2.9030 2.7746 -0.9 1.7 -1.0
H 1.2009 -3.3951 1.3298 0.3 2.2 -0.7
H -3.5378 -0.1021 0.8681 1.2 -1.2 -1.1
H -4.0366 -1.8019 2.3413 1.3 -0.7 -1.4
H -2.3565 -2.5441 2.0381 -1.3 0.8 -0.9
H -5.1818 -3.5273 0.9380 2.1 0.0 -0.2
H -3.5762 -4.0317 0.0240 -0.9 1.0 1.5
H -3.8168 -4.4058 1.8149 -0.4 1.4 -1.4
H 0.2671 2.0396 -2.2614 -0.6 -1.6 -0.1
H -0.9490 0.8544 -3.1955 1.5 0.4 1.4
H 2.2303 0.4201 -3.0135 -1.9 0.6 -0.7
H 0.9800 2.5706 -4.5175 0.6 -1.5 -0.7
H 0.9380 1.1674 -5.8211 0.5 0.6 1.9
H 2.5437 1.6431 -5.0110 -2.1 0.0 0.3
H 1.6363 -1.4506 -3.7167 -1.0 1.1 -0.4
H -4.2025 1.9871 -1.4204 1.8 -0.2 -0.4
H -3.1145 0.9728 -2.5272 0.1 1.5 1.3
H -2.9574 2.8361 -2.5102 -0.2 -1.6 1.1
H -0.1192 3.7306 -0.5538 -1.5 -0.2 0.7
H -0.8768 3.4837 1.1475 -0.4 -0.2 -2.1
H -1.8949 4.3160 -0.1430 1.4 -1.6 0.0
H 2.2364 0.3971 -0.1684 -1.2 0.6 1.0
H 1.1739 1.9060 -0.2002 0.0 -1.9 1.3
H 2.4840 0.9362 2.5999 -0.5 1.1 -1.3
H 3.3257 1.9428 1.3020 -1.9 -0.7 0.7
H 1.3742 3.6855 1.2962 0.7 -0.9 1.8
H 0.6595 2.9329 2.8248 1.8 0.3 -0.4
H -0.2282 -1.4361 4.2185 -0.2 0.4 -1.2
Cl 3.5953 -0.6628 -1.1865 2.4 4.3 -2.4
```
Positions in Å, forces in eV/Å.

Calculated values
Lowest unoccupied orbital energy in eV: -1.808
E_tot in eV: -114393.9280
Max |F| in eV/A: 5.784

No. 2
# C18H32INO7S

A cluster of 4 separate species, C18H32INO7S in total (ωB97M-V/def2-TZVPD, the OMol25 dataset).

XYZ file:
```
60
Properties=species:S:1:pos:R:3:forces:R:3
C -2.6239 -1.2012 -1.8196 0.0 -0.4 0.0
C -1.6457 -2.3633 -2.0584 -0.1 0.3 0.2
S -2.3232 -3.8931 -1.3451 0.0 -0.2 0.0
C -0.9120 -4.6913 -0.5233 -0.3 0.2 0.2
N -0.1718 -3.9964 0.5356 0.0 0.1 -0.6
I -1.3122 -2.7377 1.6815 0.0 -0.3 0.0
C 1.0636 -3.3564 0.0867 0.3 0.3 0.3
C 2.2137 -3.5356 1.0893 -0.5 0.1 0.0
O 1.8002 -3.3892 2.4303 0.0 0.0 0.1
C 2.1094 -2.1314 2.9905 0.1 0.2 -0.2
H -2.1309 -0.3624 -1.3410 0.1 0.2 -0.1
H -3.4126 -1.5259 -1.1488 -0.2 0.0 0.1
H -3.0765 -0.8919 -2.7541 0.0 0.2 -0.1
H -0.7000 -2.1448 -1.5776 0.2 -0.1 0.1
H -1.4601 -2.4764 -3.1192 0.1 -0.2 -0.2
H -1.3421 -5.5903 -0.0926 -0.3 -0.1 0.0
H -0.2217 -5.0058 -1.2974 0.4 0.0 0.1
H 0.9497 -2.2970 -0.1574 -0.2 0.1 0.1
H 1.3931 -3.8386 -0.8297 0.0 -0.1 -0.2
H 2.9718 -2.7890 0.8507 0.3 -0.1 -0.1
H 2.6109 -4.5382 0.9582 0.2 -0.1 0.2
H 3.1455 -2.0884 3.3301 0.1 -0.1 0.1
H 1.9616 -1.3152 2.2803 -0.1 0.0 -0.1
H 1.4539 -1.9397 3.8327 -0.1 -0.2 0.2
O -2.6912 -1.1119 -5.3087 0.1 -0.1 0.1
C -2.7953 -2.1415 -5.9079 -0.1 0.2 -0.1
O -1.8874 -3.1412 -5.7983 0.0 0.0 0.0
C -2.2148 -4.2130 -6.7003 0.0 -0.1 -0.1
C -3.7027 -4.0549 -6.9837 -0.1 0.1 0.0
C -3.8815 -2.5405 -6.8865 0.0 -0.4 0.1
H -1.6061 -4.1020 -7.6002 0.0 0.0 0.0
H -1.9690 -5.1585 -6.2236 0.1 0.1 0.1
H -4.0033 -4.4810 -7.9387 0.1 0.0 0.0
H -4.2813 -4.5443 -6.1993 0.0 0.0 0.0
H -3.6888 -2.0398 -7.8364 0.0 0.1 0.0
H -4.8579 -2.2496 -6.5108 0.0 0.2 0.0
O 2.4700 2.9613 3.3376 0.0 -0.5 0.0
C 1.3967 2.4492 3.1897 0.0 0.3 -0.1
O 1.2525 1.1452 2.8667 0.0 -0.1 0.0
C -0.1388 0.8371 2.6499 -0.2 0.0 0.1
C -0.9050 1.9168 3.4028 0.0 0.1 0.0
C 0.0393 3.1128 3.2871 -0.2 -0.4 0.2
H -0.3342 0.8618 1.5757 0.0 0.0 0.0
H -0.3386 -0.1680 3.0160 0.2 0.0 0.0
H -1.9002 2.0929 3.0001 0.0 0.0 -0.1
H -1.0111 1.6314 4.4506 0.0 0.0 0.0
H -0.1278 3.6873 2.3752 0.0 0.1 0.0
H -0.0005 3.7777 4.1442 0.1 0.2 -0.1
O 0.8153 7.9344 2.4596 0.0 -0.1 0.0
C 1.7882 7.4164 2.9259 -0.1 0.2 0.0
O 1.7799 6.1558 3.4161 0.0 -0.1 0.0
C 3.0598 5.8341 3.9984 0.3 0.0 0.1
C 4.0435 6.7928 3.3412 -0.1 0.2 0.0
C 3.1698 8.0216 3.0903 0.2 -0.4 -0.1
H 2.9931 5.9897 5.0788 0.0 0.1 0.0
H 3.2842 4.7923 3.8024 -0.2 0.1 0.0
H 4.9243 6.9852 3.9506 0.0 0.0 0.0
H 4.3770 6.3803 2.3877 0.0 0.0 0.0
H 3.1496 8.6955 3.9481 0.0 0.1 0.0
H 3.4514 8.5734 2.1981 -0.1 0.2 0.1
```
Positions in Å, forces in eV/Å.

Calculated values
Lowest unoccupied orbital energy in eV: 0.056
SMILES string: CCSCN(I)CCOC.O=C1CCCO1.O=C1CCCO1.O=C1CCCO1
E_tot in eV: -53942.3968
Max |F| in eV/A: 0.594